No. 1
The following is a DFT calculation (ωB97M-V/def2-TZVPD) of a structure of composition C43H41AlCl3NOP2.

The geometry in XYZ format:
```
92
Properties=species:S:1:pos:R:3
Al -1.59 -0.39 -0.34
Cl -8.43 -1.14 -0.14
C -6.84 -0.60 -0.10
C -5.77 -1.50 0.10
C -4.50 -1.02 -0.13
Cl -3.08 -2.10 -0.11
C -4.18 0.26 -0.48
O -2.96 0.71 -0.68
C -5.25 1.19 -0.59
Cl -4.85 2.80 -0.98
C -6.56 0.75 -0.37
H -5.98 -2.54 0.46
H -7.40 1.48 -0.44
C 2.37 -0.49 0.33
N 1.66 0.23 1.39
C 0.92 -0.62 2.35
P -0.90 -0.43 1.92
C -1.33 1.17 2.69
C -1.20 2.36 1.87
C -1.63 3.60 2.30
C -2.36 3.71 3.49
C -2.41 2.58 4.35
C -1.86 1.34 3.99
C -1.79 -1.70 2.82
C -3.16 -1.42 3.06
C -3.83 -2.21 3.98
C -3.29 -3.36 4.53
C -1.97 -3.69 4.20
C -1.22 -2.90 3.35
C 2.32 1.39 1.93
C 2.20 1.81 3.29
C 3.30 2.46 3.84
C 4.38 2.90 3.12
C 4.22 2.93 1.72
C 3.21 2.18 1.13
P 1.65 -0.30 -1.36
C 2.79 0.87 -2.22
C 4.18 0.68 -2.36
C 4.90 1.40 -3.31
C 4.31 2.46 -4.02
C 3.08 2.89 -3.57
C 2.28 2.12 -2.71
C 2.26 -1.92 -2.12
C 3.21 -1.97 -3.20
C 4.17 -2.98 -3.24
C 4.05 -4.17 -2.51
C 3.03 -4.18 -1.56
C 2.09 -3.15 -1.43
H 2.39 -1.58 0.59
H 3.42 -0.16 0.30
H 1.04 -0.27 3.38
H 1.19 -1.69 2.26
H -0.77 2.25 0.90
H -1.47 4.43 1.62
H -2.86 4.65 3.81
H -2.82 2.71 5.36
H -1.90 0.51 4.76
H -3.71 -0.58 2.59
H -4.88 -1.97 4.14
H -3.84 -3.99 5.20
H -1.53 -4.59 4.61
H -0.23 -3.23 3.02
H 1.31 1.58 3.86
H 3.33 2.55 4.94
H 5.32 3.17 3.59
H 4.94 3.48 1.11
H 3.09 2.22 0.04
H 4.74 -0.07 -1.74
H 5.89 1.12 -3.50
H 4.75 2.84 -4.91
H 2.69 3.83 -3.94
H 1.29 2.49 -2.46
H 3.29 -1.16 -3.94
H 5.02 -2.83 -3.89
H 4.63 -5.04 -2.72
H 2.98 -5.01 -0.84
H 1.27 -3.34 -0.76
C -0.73 -1.78 -3.35
C -0.62 -0.31 -3.09
C -1.94 0.45 -3.40
C 0.34 0.17 -4.19
C -0.13 0.05 -1.73
H -1.38 -1.92 -4.20
H -1.24 -2.32 -2.56
H 0.26 -2.24 -3.47
H -2.09 0.36 -4.47
H -1.85 1.50 -3.20
H -2.89 0.17 -2.94
H -0.07 -0.07 -5.16
H 1.34 -0.22 -4.13
H 0.39 1.25 -4.16
H -0.21 1.13 -1.58
```

## Properties
Charge   0
Molecular weight   783.10 Da
ΔE to the lowest compared entry with this formula, charge and spin   76.5 kJ/mol
DFT total energy   -111530.843 eV

No. 2
The following is a DFT calculation (ωB97M-V/def2-TZVPD) of a structure of composition C43H41As2BrHfN2O9P.

The geometry in XYZ format:
```
100
Properties=species:S:1:pos:R:3
Hf 0.97 -0.05 -0.60
Br 5.20 -0.14 -6.86
C 3.93 0.00 -5.49
C 2.57 -0.19 -5.79
C 1.60 -0.08 -4.81
C 1.98 0.20 -3.51
O 1.07 0.34 -2.52
C 3.34 0.37 -3.18
C 3.78 0.65 -1.86
N 3.08 0.57 -0.75
C 3.73 0.91 0.49
C 5.08 1.05 0.68
C 5.59 1.46 1.93
C 4.76 1.70 2.98
C 3.37 1.50 2.83
C 2.45 1.68 3.89
C 1.12 1.42 3.70
C 0.70 0.97 2.45
N 1.52 0.80 1.42
C 2.86 1.07 1.59
C 4.31 0.29 -4.21
H 2.28 -0.41 -6.80
H 0.55 -0.20 -5.05
H 4.82 0.96 -1.79
H 5.79 0.87 -0.12
H 6.66 1.59 2.04
H 5.15 2.04 3.93
H 2.82 2.03 4.85
H 0.39 1.55 4.49
H -0.34 0.74 2.29
H 5.35 0.44 -3.97
C 1.42 -3.90 -0.56
P 1.65 -2.45 0.50
C 0.66 -2.77 1.98
C 1.08 -3.73 2.90
C 0.27 -4.05 3.99
C -0.96 -3.42 4.15
C -1.39 -2.48 3.22
C -0.58 -2.16 2.14
C 3.39 -2.40 0.98
C 3.79 -2.11 2.28
C 5.14 -2.05 2.60
C 6.10 -2.27 1.62
C 5.71 -2.54 0.32
C 4.36 -2.60 -0.01
H 1.76 -4.78 -0.03
H 1.98 -3.81 -1.49
H 0.36 -3.99 -0.80
H 2.03 -4.23 2.78
H 0.60 -4.79 4.70
H -1.59 -3.68 4.99
H -2.36 -2.01 3.33
H -0.95 -1.45 1.40
H 3.05 -1.95 3.06
H 5.44 -1.84 3.62
H 7.15 -2.24 1.88
H 6.46 -2.73 -0.44
H 4.08 -2.84 -1.03
C -3.74 1.13 3.20
O -2.80 2.16 2.85
C -2.32 2.40 1.64
O -1.33 3.09 1.53
C -2.79 1.71 0.40
C -4.01 1.28 0.04
As -4.55 -0.26 -1.11
C -5.82 0.50 -2.37
C -2.75 -0.47 -1.96
C -2.33 0.80 -2.19
As -1.24 1.65 -0.81
C -0.85 3.48 -1.32
C -3.08 1.59 -3.24
O -3.49 1.04 -4.23
O -3.13 2.89 -2.99
C -3.74 3.71 -4.03
C -1.88 -1.50 -1.40
O -0.66 -1.32 -1.16
O -2.27 -2.72 -1.25
C -3.54 -3.24 -1.75
C -5.28 1.70 0.74
O -6.23 0.96 0.77
O -5.22 2.94 1.19
C -6.44 3.45 1.80
H -4.73 1.55 3.30
H -3.42 0.75 4.16
H -3.74 0.32 2.47
H -6.80 0.30 -1.96
H -5.69 0.00 -3.33
H -5.68 1.57 -2.50
H -1.76 4.06 -1.27
H -0.46 3.47 -2.34
H -0.12 3.85 -0.62
H -3.65 4.73 -3.68
H -4.78 3.42 -4.15
H -3.21 3.56 -4.97
H -3.34 -4.29 -1.93
H -3.81 -2.74 -2.67
H -4.29 -3.12 -0.97
H -6.14 4.35 2.33
H -6.86 2.71 2.48
H -7.16 3.68 1.02
```

## Properties
Charge   +3
Molecular weight   1169.02 Da
DFT total energy   -268957.142 eV

No. 3
The following is a DFT calculation (ωB97M-V/def2-TZVPD) of a structure of composition C43H41AsN2OS2W.

The geometry in XYZ format:
```
91
Properties=species:S:1:pos:R:3
W -0.03 0.52 -0.68
O -0.36 1.62 -2.42
N -1.04 2.73 -2.60
C -0.86 3.41 -3.76
C -1.59 4.54 -4.02
C -2.53 4.98 -3.10
C -2.70 4.27 -1.93
C -1.93 3.14 -1.67
S -2.05 2.22 -0.22
H -0.12 2.98 -4.42
H -1.42 5.07 -4.95
H -3.12 5.87 -3.28
H -3.42 4.57 -1.18
S 0.38 -1.56 -2.06
C -0.26 -2.87 -1.06
C 0.39 -4.10 -1.00
C -0.14 -5.12 -0.22
C -1.32 -4.92 0.48
C -1.98 -3.71 0.40
C -1.45 -2.68 -0.37
As -2.15 -0.89 -0.60
C -3.48 -0.72 0.81
C -3.01 -0.79 2.12
C -3.84 -0.50 3.18
C -5.15 -0.10 2.95
C -5.62 -0.01 1.65
C -4.79 -0.31 0.58
C -3.26 -1.24 -2.17
C -3.01 -0.57 -3.36
C -3.76 -0.86 -4.49
C -4.75 -1.83 -4.43
C -4.99 -2.51 -3.24
C -4.25 -2.21 -2.11
H 1.31 -4.24 -1.56
H 0.38 -6.06 -0.15
H -1.73 -5.72 1.09
H -2.91 -3.54 0.93
H -1.97 -1.07 2.28
H -3.46 -0.57 4.20
H -5.80 0.15 3.78
H -6.64 0.30 1.46
H -5.17 -0.23 -0.44
H -2.22 0.18 -3.40
H -3.57 -0.33 -5.42
H -5.34 -2.06 -5.31
H -5.76 -3.27 -3.20
H -4.42 -2.74 -1.18
C 0.59 -0.68 0.95
C 1.38 -1.33 1.62
C 2.35 -2.04 2.40
C 2.86 -1.46 3.56
C 3.89 -2.07 4.26
C 4.41 -3.28 3.81
C 3.87 -3.88 2.69
C 2.84 -3.28 1.98
H 2.45 -0.52 3.90
H 4.28 -1.61 5.16
H 5.23 -3.74 4.34
H 4.26 -4.84 2.35
H 2.42 -3.75 1.10
C 4.63 2.09 3.35
C 3.34 2.10 2.57
C 2.15 2.49 3.19
C 0.98 2.59 2.47
C -0.32 2.97 3.12
C 1.01 2.28 1.11
C 2.16 1.73 0.49
C 3.34 1.69 1.25
N 1.91 1.25 -0.77
C 3.05 0.99 -1.68
C 4.06 2.16 -1.63
C 2.55 0.94 -3.13
C 3.73 -0.34 -1.33
H 4.44 1.94 4.42
H 5.13 3.05 3.24
H 5.30 1.32 2.99
H 2.16 2.74 4.25
H -0.16 3.59 4.01
H -0.85 2.07 3.43
H -0.97 3.51 2.43
H 0.23 2.67 0.47
H 4.26 1.32 0.84
H 3.56 3.09 -1.36
H 4.51 2.29 -2.62
H 4.87 1.98 -0.92
H 2.23 1.93 -3.45
H 1.72 0.25 -3.26
H 3.36 0.62 -3.79
H 4.01 -0.39 -0.28
H 4.63 -0.48 -1.94
H 3.05 -1.16 -1.53
```

## Properties
Multiplicity   3
Charge   0
Molecular weight   924.71 Da
ΔE to the lowest compared entry with this formula, charge and spin   16.2 kJ/mol
DFT total energy   -134616.995 eV

No. 4
The following is a DFT calculation (ωB97M-V/def2-TZVPD) of a structure of composition C43H41AuBN7O.

The geometry in XYZ format:
```
94
Properties=species:S:1:pos:R:3
Au 0.14 0.11 0.45
C -2.44 0.17 5.42
C -1.22 0.14 4.56
C 0.10 0.13 4.94
C 0.84 0.20 3.75
N 0.00 0.21 2.72
N -1.25 0.17 3.21
B -2.50 0.19 2.34
N -2.54 -1.07 1.45
N -1.50 -1.53 0.76
C -1.86 -2.67 0.15
C -3.20 -2.93 0.49
C -3.60 -1.90 1.30
C -4.93 -1.69 1.93
C -1.06 -3.53 -0.71
C -0.01 -3.05 -1.49
C 0.68 -3.89 -2.34
C 0.31 -5.22 -2.46
C -0.73 -5.71 -1.68
C -1.40 -4.88 -0.81
N -2.48 1.44 1.45
N -1.40 1.76 0.75
C -1.63 2.90 0.10
C -2.93 3.33 0.42
C -3.43 2.37 1.28
C -4.78 2.32 1.90
C -0.67 3.59 -0.75
C 0.70 3.32 -0.70
C 1.59 4.05 -1.46
C 1.13 5.07 -2.28
C -0.22 5.33 -2.36
C -1.12 4.60 -1.61
C 2.29 0.33 3.72
C 2.95 1.24 2.89
C 4.31 1.47 3.04
C 5.03 0.78 4.01
C 4.39 -0.14 4.82
C 3.04 -0.35 4.68
H -2.14 0.20 6.46
H -3.03 1.06 5.20
H -3.07 -0.70 5.25
H 0.48 0.11 5.94
H -3.46 0.19 3.02
H -3.81 -3.74 0.14
H -5.60 -2.48 1.61
H -4.86 -1.71 3.02
H -5.35 -0.73 1.64
H 0.24 -2.01 -1.43
H 1.50 -3.51 -2.93
H 0.83 -5.88 -3.14
H -1.02 -6.75 -1.76
H -2.19 -5.29 -0.20
H -3.42 4.22 0.09
H -5.31 3.24 1.70
H -5.35 1.48 1.49
H -4.71 2.18 2.98
H 1.06 2.54 -0.04
H 2.64 3.83 -1.41
H 1.83 5.65 -2.86
H -0.59 6.13 -3.00
H -2.17 4.80 -1.69
H 2.39 1.78 2.14
H 4.79 2.20 2.43
H 6.09 0.97 4.13
H 4.95 -0.67 5.58
H 2.54 -1.06 5.33
C 4.61 -0.40 0.07
C 3.16 -0.84 -0.22
C 2.99 -0.87 -1.75
C 2.96 -2.28 0.35
O 2.30 -0.02 0.43
H 5.31 -1.02 -0.47
H 4.81 -0.45 1.14
H 4.73 0.63 -0.25
H 3.63 -1.62 -2.19
H 3.25 0.11 -2.16
H 1.96 -1.08 -2.01
H 3.74 -2.94 0.00
H 1.99 -2.66 0.04
H 2.98 -2.22 1.43
N -0.35 0.05 -9.52
C -0.28 0.11 -8.37
C -0.19 0.17 -6.97
C 0.33 -0.90 -6.24
C 0.37 -0.85 -4.87
C -0.11 0.27 -4.18
C -0.61 1.36 -4.91
C -0.66 1.31 -6.29
C -0.10 0.29 -2.77
C -0.11 0.26 -1.56
H 0.69 -1.78 -6.77
H 0.75 -1.69 -4.31
H -0.96 2.23 -4.38
H -1.08 2.13 -6.86
```

## Properties
Multiplicity   3
Charge   0
Molecular weight   879.63 Da
DFT total energy   -62101.429 eV

No. 5
The following is a DFT calculation (ωB97M-V/def2-TZVPD) of a structure of composition C43H41N3O7PReS.

The geometry in XYZ format:
```
97
Properties=species:S:1:pos:R:3
Re -0.19 1.04 -1.22
O 0.53 4.98 3.17
C -0.54 4.33 3.65
C -0.95 4.68 4.94
C -2.03 4.06 5.54
C -2.74 3.08 4.84
C -2.39 2.77 3.55
C -1.28 3.36 2.93
C -0.96 3.02 1.56
O 0.35 3.17 1.11
N -1.85 2.64 0.73
N -1.45 2.42 -0.58
C -1.84 3.39 -1.42
C -1.14 3.43 -2.65
C -1.28 4.45 -3.61
C -0.42 4.47 -4.68
C 0.56 3.47 -4.77
C 0.64 2.50 -3.80
N -0.19 2.45 -2.76
H 0.74 4.72 2.26
H -0.40 5.46 5.45
H -2.33 4.34 6.54
H -3.59 2.60 5.30
H -2.96 2.04 2.99
H -2.53 4.16 -1.09
H -2.04 5.20 -3.48
H -0.48 5.25 -5.42
H 1.25 3.45 -5.59
H 1.41 1.74 -3.84
O 2.18 2.03 0.55
C 1.23 2.12 1.26
C 0.94 1.23 2.42
C 1.41 1.64 3.66
C 1.21 0.85 4.78
C 0.55 -0.36 4.65
C 0.08 -0.77 3.41
C 0.27 0.01 2.27
P -0.38 -0.53 0.63
C -2.00 -1.20 1.15
C -2.20 -2.57 1.30
C -3.41 -3.05 1.78
C -4.43 -2.16 2.10
C -4.25 -0.80 1.91
C -3.04 -0.32 1.44
C 0.49 -2.07 0.22
C 0.19 -2.59 -1.04
C 0.70 -3.81 -1.41
C 1.50 -4.52 -0.53
C 1.81 -4.00 0.71
C 1.31 -2.76 1.09
H 1.94 2.58 3.75
H 1.58 1.17 5.74
H 0.39 -0.98 5.51
H -0.44 -1.71 3.32
H -1.42 -3.27 1.05
H -3.55 -4.11 1.91
H -5.36 -2.54 2.49
H -5.05 -0.12 2.14
H -2.90 0.73 1.28
H -0.44 -2.01 -1.71
H 0.47 -4.21 -2.39
H 1.89 -5.49 -0.82
H 2.43 -4.55 1.39
H 1.57 -2.35 2.05
C 5.48 -4.05 1.16
C 4.81 -3.11 0.21
C 4.67 -3.44 -1.13
C 4.02 -2.59 -2.00
C 3.51 -1.40 -1.53
C 3.66 -1.03 -0.21
C 4.31 -1.89 0.66
S 2.60 -0.34 -2.60
O 2.25 -1.06 -3.80
O 3.24 0.93 -2.80
O 1.32 -0.12 -1.78
H 5.14 -5.07 1.00
H 5.29 -3.77 2.19
H 6.56 -4.04 1.00
H 5.07 -4.38 -1.49
H 3.88 -2.84 -3.05
H 3.25 -0.09 0.12
H 4.41 -1.62 1.70
C -3.54 -0.45 -1.93
C -2.90 -0.37 -3.29
O -1.49 -0.45 -3.16
C -0.82 -0.50 -4.42
C -0.82 -1.88 -5.07
H -3.14 0.34 -1.29
H -3.33 -1.41 -1.47
H -4.62 -0.34 -2.01
H -3.16 0.57 -3.79
H -3.25 -1.20 -3.92
H -1.29 0.24 -5.08
H 0.22 -0.22 -4.22
H -1.83 -2.28 -5.16
H -0.21 -2.56 -4.49
H -0.39 -1.79 -6.06
```

## Properties
Multiplicity   2
Charge   +1
Molecular weight   961.06 Da
ΔE to the lowest compared entry with this formula, charge and spin   130.1 kJ/mol
DFT total energy   -86306.108 eV

What did the fourth record say?
The following is a DFT calculation (ωB97M-V/def2-TZVPD) of a structure of composition C43H41AuBN7O.

The geometry in XYZ format:
```
94
Properties=species:S:1:pos:R:3
Au 0.14 0.11 0.45
C -2.44 0.17 5.42
C -1.22 0.14 4.56
C 0.10 0.13 4.94
C 0.84 0.20 3.75
N 0.00 0.21 2.72
N -1.25 0.17 3.21
B -2.50 0.19 2.34
N -2.54 -1.07 1.45
N -1.50 -1.53 0.76
C -1.86 -2.67 0.15
C -3.20 -2.93 0.49
C -3.60 -1.90 1.30
C -4.93 -1.69 1.93
C -1.06 -3.53 -0.71
C -0.01 -3.05 -1.49
C 0.68 -3.89 -2.34
C 0.31 -5.22 -2.46
C -0.73 -5.71 -1.68
C -1.40 -4.88 -0.81
N -2.48 1.44 1.45
N -1.40 1.76 0.75
C -1.63 2.90 0.10
C -2.93 3.33 0.42
C -3.43 2.37 1.28
C -4.78 2.32 1.90
C -0.67 3.59 -0.75
C 0.70 3.32 -0.70
C 1.59 4.05 -1.46
C 1.13 5.07 -2.28
C -0.22 5.33 -2.36
C -1.12 4.60 -1.61
C 2.29 0.33 3.72
C 2.95 1.24 2.89
C 4.31 1.47 3.04
C 5.03 0.78 4.01
C 4.39 -0.14 4.82
C 3.04 -0.35 4.68
H -2.14 0.20 6.46
H -3.03 1.06 5.20
H -3.07 -0.70 5.25
H 0.48 0.11 5.94
H -3.46 0.19 3.02
H -3.81 -3.74 0.14
H -5.60 -2.48 1.61
H -4.86 -1.71 3.02
H -5.35 -0.73 1.64
H 0.24 -2.01 -1.43
H 1.50 -3.51 -2.93
H 0.83 -5.88 -3.14
H -1.02 -6.75 -1.76
H -2.19 -5.29 -0.20
H -3.42 4.22 0.09
H -5.31 3.24 1.70
H -5.35 1.48 1.49
H -4.71 2.18 2.98
H 1.06 2.54 -0.04
H 2.64 3.83 -1.41
H 1.83 5.65 -2.86
H -0.59 6.13 -3.00
H -2.17 4.80 -1.69
H 2.39 1.78 2.14
H 4.79 2.20 2.43
H 6.09 0.97 4.13
H 4.95 -0.67 5.58
H 2.54 -1.06 5.33
C 4.61 -0.40 0.07
C 3.16 -0.84 -0.22
C 2.99 -0.87 -1.75
C 2.96 -2.28 0.35
O 2.30 -0.02 0.43
H 5.31 -1.02 -0.47
H 4.81 -0.45 1.14
H 4.73 0.63 -0.25
H 3.63 -1.62 -2.19
H 3.25 0.11 -2.16
H 1.96 -1.08 -2.01
H 3.74 -2.94 0.00
H 1.99 -2.66 0.04
H 2.98 -2.22 1.43
N -0.35 0.05 -9.52
C -0.28 0.11 -8.37
C -0.19 0.17 -6.97
C 0.33 -0.90 -6.24
C 0.37 -0.85 -4.87
C -0.11 0.27 -4.18
C -0.61 1.36 -4.91
C -0.66 1.31 -6.29
C -0.10 0.29 -2.77
C -0.11 0.26 -1.56
H 0.69 -1.78 -6.77
H 0.75 -1.69 -4.31
H -0.96 2.23 -4.38
H -1.08 2.13 -6.86
```

## Properties
Multiplicity   3
Charge   0
Molecular weight   879.63 Da
DFT total energy   -62101.429 eV

DFT total energy of number 5 (C43H41N3O7PReS)?
-86306.108 eV

Which value of molecular weight does entry 4 give?
879.63 Da